No. 1
Here is a molecular structure, C16H22ClOTc in a non-equilibrium geometry from OMol25. Energies are from the ωB97M-V functional and the def2-TZVPD basis.

```
41
Properties=species:S:1:pos:R:3:forces:R:3:mulliken_charge:R:1
Tc -0.0543 -0.1999 0.0542 -1.845 0.070 -1.363 0.07
C 0.6600 -1.5980 1.4972 -0.318 -1.606 0.575 -0.81
C -0.7631 -1.6484 1.5582 0.606 -0.394 0.132 -0.41
C -1.2606 -2.0662 0.2814 -0.159 -0.206 -0.057 -0.83
H -1.3551 -1.4195 2.4416 0.139 0.153 -0.377 0.55
C -0.1302 -2.3461 -0.5620 0.671 -0.336 0.468 -0.04
C 1.0514 -2.0572 0.1839 0.060 -1.670 0.143 -0.58
H 2.0682 -2.2074 -0.1668 -0.270 0.158 0.072 0.52
H 1.3136 -1.3145 2.3137 -0.135 -0.083 -0.157 0.47
H -2.3041 -2.1830 0.0039 0.267 0.093 0.095 0.36
H -0.1684 -2.7406 -1.5773 0.045 0.387 0.383 0.58
C 1.1355 1.7021 0.5535 1.186 -0.171 -0.575 -1.00
C 1.9227 0.5192 0.2753 0.737 1.381 -0.600 -1.03
C 2.1053 0.4515 -1.1635 0.686 1.349 0.111 -0.46
H 2.5144 0.0079 1.0225 -0.085 -0.135 -0.150 0.72
C 1.5813 1.6503 -1.7154 0.689 0.309 1.038 -0.09
C 1.0017 2.4222 -0.6800 0.909 -0.291 -0.586 -0.55
H 0.6118 3.4248 -0.7939 -0.280 -0.238 0.013 0.46
H 0.9596 2.0953 1.5499 -0.035 -0.065 -0.225 0.62
H 2.6694 -0.3052 -1.7032 -0.221 0.101 0.137 0.38
H 1.6996 1.9705 -2.7451 -0.351 -0.228 0.113 0.63
O -0.6711 0.2140 -1.9074 -1.449 0.661 2.067 -0.07
C -0.7659 0.2231 -4.0394 -0.228 0.383 -2.024 1.21
C -2.1640 0.4553 -3.5885 0.117 -0.606 0.193 -0.86
C -0.2319 -1.1114 -4.3101 0.221 -0.332 -0.121 -1.21
C -0.1422 1.3582 -4.7602 0.269 -0.141 0.054 -1.74
C -1.8533 0.9674 -2.2051 1.126 -0.597 0.871 -0.68
H -2.7168 -0.4928 -3.5337 -0.022 0.126 -0.001 0.30
H -2.7166 1.1635 -4.1988 -0.198 0.188 -0.303 0.33
H -1.5891 2.0408 -2.2354 -0.276 -0.094 0.127 0.23
H -2.6271 0.7853 -1.4523 -0.139 0.257 -0.074 0.32
H -0.7215 -1.5300 -5.2024 0.067 -0.352 -0.170 0.32
H -0.3671 -1.8124 -3.4783 -0.087 0.167 -0.130 0.04
H 0.8409 -1.0289 -4.5194 -0.050 -0.220 0.003 0.32
H -0.6097 1.4591 -5.7529 0.033 0.236 -0.191 0.40
H 0.9285 1.1784 -4.9154 -0.095 0.182 0.006 0.32
H -0.2710 2.3048 -4.2255 0.022 0.023 -0.067 0.40
Cl -1.7900 2.4828 0.6412 -0.903 1.782 -0.116 -0.22
C -1.4103 0.8715 1.1956 -0.597 -0.352 0.746 -0.87
H -0.9854 0.9970 2.2009 -0.191 0.090 -0.037 0.49
H -2.3848 0.3844 1.3187 0.081 0.018 -0.024 0.43
```
Forces are in eV/Å.

Output
F_max: 2.6 eV Å⁻¹
charge: -1
energy relative to the best compared isomer or geometry (same formula, charge and spin): 84.10 kJ/mol
expectation value of S²: 3.778
2S+1: 4
gap between HOMO and LUMO (alpha / beta): 5.245 / 5.954 eV

=====

No. 2
Here is 2 unconnected molecules or ions with the total composition C16H22F5N4O5PS in a non-equilibrium geometry from OMol25. Energies are from the ωB97M-V functional and the def2-TZVPD basis.

```
54
Properties=species:S:1:pos:R:3:forces:R:3:mulliken_charge:R:1
N 3.7625 0.5270 3.6301 0.658 0.152 -0.520 -0.38
C 4.7739 1.4594 3.0498 -0.601 0.754 0.353 -0.69
C 4.9352 1.3070 1.4357 -0.280 0.493 -0.161 -0.94
C 3.5824 0.8964 0.6999 -0.928 -1.553 -0.048 0.12
C 3.0206 -0.5511 0.7845 -1.352 4.429 -1.993 0.23
C 3.6942 -1.7759 1.5268 0.745 -0.515 -0.711 0.72
F 3.8557 -2.8184 0.5261 -0.379 2.044 2.215 -0.31
F 4.9870 -1.5756 2.0612 -2.659 -0.149 -1.579 -0.29
C 2.7928 -2.3745 2.7601 1.018 -0.593 2.086 0.79
F 2.4535 -3.7217 2.5032 0.281 3.536 0.732 -0.21
F 3.6233 -2.4053 3.9378 -2.354 -0.155 -2.866 -0.29
F 1.7020 -1.5377 3.0861 2.316 -2.524 -1.058 -0.22
C 1.6216 -0.7809 0.0337 -0.457 2.664 -1.504 -0.27
C 0.8249 -2.1690 0.0261 -0.680 -0.006 0.056 -1.30
C -0.4964 -2.1616 1.0046 0.578 -0.963 -0.295 -0.14
O -0.3354 -3.2441 1.9965 -0.129 0.296 -1.730 -0.52
C -1.8681 -2.5090 0.2155 -0.121 0.388 0.660 -0.59
N -2.9788 -1.7815 0.9463 1.065 0.013 0.204 -0.70
C 0.9223 0.3783 -0.7693 1.786 -0.239 1.730 0.05
P -0.7159 0.1164 -1.7244 1.610 -2.217 -3.457 0.26
O -0.5818 -1.0026 -2.8127 -0.502 2.148 2.939 -0.67
C 1.5189 1.8366 -0.8891 0.997 -0.265 0.713 0.63
N 1.0117 2.9799 -1.6123 3.538 -2.136 3.105 -0.61
S 2.1677 4.2203 -1.2878 0.205 -3.686 1.414 0.16
N 3.3116 3.4319 -0.2754 -2.803 -3.135 -0.837 -0.59
C 2.8655 2.0685 -0.1083 -1.308 0.705 -1.186 0.51
H 3.8443 0.4341 4.6494 -0.223 0.214 -0.802 0.21
H 2.8075 0.7513 3.3240 0.711 0.043 0.544 0.20
H 4.4135 2.5333 3.3054 0.949 -1.416 -0.814 0.32
H 5.7861 1.3131 3.5700 -1.504 0.061 -0.908 0.32
H 5.2625 2.3518 1.0639 -0.626 -1.779 0.400 0.42
H 5.7462 0.5638 1.1295 -1.186 0.946 0.683 0.33
H 0.4023 -2.4356 -1.0217 1.097 0.890 1.465 0.72
H 1.4350 -3.0752 0.3545 -0.476 1.568 -0.425 0.57
H -0.5657 -1.1809 1.6182 0.002 -1.631 -1.189 0.37
H -0.3027 -4.0515 1.4179 -0.047 0.902 1.092 0.36
H -1.8406 -2.2871 -0.9046 -0.066 -0.060 1.564 0.33
H -2.1199 -3.6372 0.3156 0.698 1.816 -0.117 0.42
H -2.7271 -1.9212 1.9504 -0.603 0.043 -0.924 0.31
H -2.8750 -0.7520 0.8254 -0.071 -1.025 -0.088 0.31
H -1.8369 -0.0719 -0.8553 0.686 0.342 -0.039 -0.02
H -1.0025 1.3241 -2.4809 0.337 -0.388 1.272 0.08
C -4.1379 0.2471 -4.2589 0.301 -0.256 -0.357 -0.66
O -4.9100 0.6178 -3.1169 -0.281 0.436 0.130 -0.28
C -5.5735 1.7792 -3.2527 0.015 -0.091 0.025 0.76
O -5.5612 2.4938 -4.2256 -0.012 -0.307 0.459 -0.54
O -6.2532 2.0060 -2.1146 0.277 -0.175 -0.305 -0.30
C -7.0099 3.2150 -2.1164 -0.258 0.356 0.062 -0.63
H -3.6472 -0.7018 -4.0382 -0.149 0.144 0.234 0.21
H -4.7812 0.1081 -5.1308 0.087 0.197 0.074 0.33
H -3.3673 0.9944 -4.4620 -0.194 -0.008 -0.079 0.30
H -7.7678 3.1943 -2.9028 0.203 0.067 -0.012 0.29
H -6.3537 4.0804 -2.2346 -0.092 -0.115 -0.155 0.29
H -7.5148 3.2941 -1.1527 0.183 -0.259 -0.051 0.22
```
Forces are in eV/Å.

Output
F_max: 5.2 eV Å⁻¹
energy relative to the best compared isomer or geometry (same formula, charge and spin): 697.28 kJ/mol
2S+1: 1
gap between HOMO and LUMO: 7.068 eV

=====

No. 3
Here is 2 unconnected molecules or ions with the total composition C16H22IN4O2 in a non-equilibrium geometry from OMol25. Energies are from the ωB97M-V functional and the def2-TZVPD basis.

```
45
Properties=species:S:1:pos:R:3:forces:R:3:mulliken_charge:R:1
C 0.4094 -3.9471 -0.3911 -0.442 0.939 1.312 -1.46
C 1.1790 -2.4719 -0.3004 1.321 -1.968 0.757 0.89
C 2.5620 -2.6213 -1.1658 1.447 -0.997 0.717 -0.65
N 2.3606 -3.1540 -2.5864 0.524 0.901 0.466 -0.42
C 1.6187 -2.3308 1.3074 1.970 1.021 6.236 0.07
O 0.9056 -1.5097 2.1116 2.564 -3.363 -4.471 -0.62
O 2.7637 -3.0220 1.9198 -5.551 2.773 -4.443 -0.74
N 0.3014 -1.3021 -0.6747 -0.622 -0.257 -2.009 0.39
C 1.0492 0.0085 -0.7499 0.642 1.572 -0.589 -0.77
C 0.0446 1.3432 -0.8276 1.040 -0.554 -0.063 -0.49
C -0.3461 1.7444 0.7132 1.975 0.186 -0.119 -0.91
I -2.5245 1.6767 1.0743 1.124 0.245 -0.142 -0.08
C -0.5559 -1.5607 -1.8924 -1.797 -0.181 -4.044 0.25
C -0.0739 -1.1639 -3.3962 -3.466 -1.419 0.687 -0.17
C -1.0507 -1.4250 -4.6393 0.417 0.063 1.033 -0.27
N -2.4039 -2.0389 -4.7347 4.144 1.205 6.562 -0.51
C -2.8005 -2.3808 -3.3408 0.878 0.276 0.592 -0.19
C -2.0558 -2.1934 -1.9345 2.019 1.097 -2.544 -0.54
H 1.0137 -4.6887 0.3084 -1.075 1.576 -1.717 0.41
H -0.6301 -3.7748 0.1699 2.111 -0.516 -1.426 0.28
H 0.2710 -4.3336 -1.4867 0.298 0.837 2.176 0.31
H 3.2572 -1.6511 -1.1408 -1.735 -1.979 -0.041 0.19
H 3.2089 -3.4593 -0.6136 -1.603 2.080 -0.734 0.41
H 2.6243 -2.4275 -3.2914 -0.196 -1.320 0.863 0.19
H 2.8622 -4.0558 -2.7380 -0.416 1.471 0.130 0.22
H 1.7977 0.0463 -1.6790 -1.596 -0.060 1.757 0.29
H 1.7451 0.2229 0.1961 -1.731 -1.138 -1.898 0.47
H -0.8682 1.1885 -1.5432 1.666 0.110 1.573 0.41
H 0.7064 2.2010 -1.3299 -1.461 -1.714 1.279 0.23
H 0.1438 1.0210 1.5176 -1.256 1.188 -1.922 0.42
H 0.1065 2.8120 0.9155 -1.442 -1.947 -0.227 0.41
H 0.9888 -0.6850 -3.5655 -2.569 -1.060 0.206 0.21
H -0.6266 -1.0647 -5.6984 -0.991 -0.933 2.563 0.24
H -3.8811 -2.8895 -3.2745 2.631 1.269 -0.112 0.26
H -2.5861 -2.5118 -0.9314 1.183 0.673 -2.384 0.30
N -1.7412 4.7750 3.4248 0.114 0.097 0.096 0.12
C -1.8460 5.9509 4.1211 -0.026 0.019 0.025 -0.52
C -0.9835 5.8893 5.1928 -0.239 0.284 -0.133 -0.35
C -0.3313 4.6343 5.1376 0.070 -0.316 -0.172 -0.54
C -0.8160 3.9680 4.0344 -0.005 -0.035 -0.012 -0.33
H -2.2640 4.5398 2.5912 0.187 -0.074 0.253 0.15
H -2.5246 6.7282 3.7961 0.117 -0.117 0.085 0.36
H -0.8388 6.6649 5.9336 -0.037 -0.109 -0.125 0.37
H 0.4123 4.2575 5.8278 -0.128 0.036 -0.142 0.39
H -0.5834 2.9908 3.6328 -0.057 0.138 0.102 0.32
```
Forces are in eV/Å.

Output
F_max: 7.9 eV Å⁻¹
charge: -1
2S+1: 1
gap between HOMO and LUMO: 6.677 eV